[1]
Entry from the Open Molecules 2025 dataset: a cluster of 2 separate species, C3H2ClNO2 in total at a distorted geometry (the ωB97M-V functional and the def2-TZVPD basis).

Calculated values
- energy relative to the best compared isomer or geometry (same formula, charge and spin) (kcal/mol) = 114.16

```
! wB97M-V def2-TZVPD RIJCOSX def2/J DEFGRID3
* xyz 0 1
C 0.090 0.386 0.021
C -1.135 -0.437 -0.168
C 1.126 -0.476 0.028
H -0.721 2.413 0.728
H -2.238 -0.032 -0.208
N -0.768 -1.626 -0.069
O 0.196 1.820 -0.197
O 0.599 -1.747 -0.044
Cl 2.852 -0.301 -0.090
*
```



[2]
Entry from the Open Molecules 2025 dataset: a cluster of 2 separate species, CH4Cl2OP in total at a distorted geometry (the ωB97M-V functional and the def2-TZVPD basis).

Calculated values
- energy relative to the best compared isomer or geometry (same formula, charge and spin) (kcal/mol) = 96.06

```
! wB97M-V def2-TZVPD RIJCOSX def2/J DEFGRID3
* xyz 1 1
C 0.795 -0.107 -0.949
O -2.667 0.228 1.701
P -2.492 0.005 0.141
Cl -3.563 -1.767 -0.159
Cl -3.604 1.495 -0.506
H 0.776 0.979 -0.836
H 0.387 -0.622 -1.687
H 1.451 -0.467 -0.217
H -2.749 -0.489 2.205
*
```



[3]
Entry from the Open Molecules 2025 dataset: a structure of composition C41H61F6N13O8ReS4Si (the ωB97M-V functional and the def2-TZVPD basis).

Calculated values
- expectation value of S² = 3.773
- energy relative to the best compared isomer or geometry (same formula, charge and spin) (kcal/mol) = 0.00

```
! wB97M-V def2-TZVPD RIJCOSX def2/J DEFGRID3
* xyz 2 4
Re 1.069 -1.036 -0.363
C -0.635 1.422 4.363
N 0.027 0.490 3.438
C 0.108 0.545 2.120
N 0.807 -0.510 1.689
C 1.122 -1.189 2.835
N 0.668 -0.605 3.907
C -0.278 2.865 4.101
C -1.223 3.859 4.317
C -0.889 5.194 4.130
C 0.383 5.548 3.711
C 1.329 4.552 3.492
C 0.999 3.217 3.697
C 2.675 4.885 3.036
N 3.217 6.028 2.809
N 4.506 5.768 2.357
C 4.637 4.490 2.351
O 3.514 3.853 2.772
C 5.737 3.646 1.895
C 6.819 4.180 1.200
C 7.778 3.327 0.677
C 7.645 1.949 0.808
C 6.570 1.420 1.510
C 6.338 -0.065 1.594
N 5.197 -0.489 0.753
C 3.900 -0.321 0.948
N 3.227 -0.860 -0.073
C 4.219 -1.332 -0.890
N 5.414 -1.125 -0.418
C 5.643 2.275 2.081
H -0.322 1.097 5.354
H -1.711 1.273 4.282
H -0.300 1.329 1.506
H 1.684 -2.107 2.851
H -2.224 3.595 4.639
H -1.629 5.963 4.306
H 0.652 6.583 3.550
H 1.757 2.459 3.546
H 6.889 5.251 1.064
H 8.623 3.735 0.139
H 8.377 1.290 0.358
H 6.126 -0.389 2.612
H 7.187 -0.630 1.218
H 3.468 0.169 1.804
H 4.046 -1.822 -1.833
H 4.815 1.880 2.658
F 0.080 1.384 -3.535
C -0.422 2.170 -2.566
F -1.488 1.570 -2.054
F -0.752 3.336 -3.069
S 0.867 2.392 -1.261
O 0.982 1.013 -0.700
O 0.340 3.302 -0.304
N 2.100 2.908 -1.989
S 3.044 2.165 -3.040
O 2.964 2.750 -4.329
O 2.976 0.723 -2.913
C 4.676 2.586 -2.311
F 5.620 1.989 -3.023
F 4.704 2.109 -1.062
F 4.870 3.888 -2.294
C 0.590 -1.997 -5.215
C 1.724 -2.713 -4.487
C 1.731 -4.197 -4.835
C 3.075 -2.083 -4.821
N 1.446 -2.674 -3.019
N 1.325 -1.333 -2.505
H 0.641 -2.221 -6.279
H 0.655 -0.911 -5.119
H -0.384 -2.332 -4.849
H 1.964 -4.330 -5.891
H 0.757 -4.650 -4.644
H 2.489 -4.735 -4.260
H 3.247 -2.123 -5.896
H 3.891 -2.632 -4.341
H 3.138 -1.031 -4.534
H 2.230 -3.097 -2.526
H 0.465 -0.963 -2.910
H 2.081 -0.716 -2.836
S 1.572 -3.310 0.192
C 0.120 -4.222 -0.161
N -0.572 -4.874 0.753
C -1.708 -5.592 0.156
C -1.648 -5.120 -1.315
N -0.381 -4.381 -1.361
H -0.314 -4.905 1.725
H -2.635 -5.296 0.641
H -1.577 -6.668 0.259
H -2.474 -4.452 -1.560
H -1.631 -5.949 -2.018
H -0.023 -3.833 -2.148
C -5.202 -3.613 -1.791
C -4.812 -2.146 -1.730
C -3.950 -1.758 -2.922
C -6.048 -1.265 -1.638
O -4.040 -2.001 -0.502
Si -3.146 -0.807 0.102
S -1.154 -1.402 -0.661
O -3.581 0.625 -0.448
C -4.065 1.934 -0.040
C -4.197 2.758 -1.309
C -5.418 1.753 0.637
C -3.069 2.559 0.920
O -2.921 -0.972 1.691
C -3.739 -1.409 2.813
C -5.198 -1.558 2.412
C -3.163 -2.746 3.256
C -3.571 -0.363 3.901
H -5.900 -3.785 -2.610
H -5.683 -3.915 -0.860
H -4.326 -4.244 -1.956
H -4.488 -1.957 -3.849
H -3.025 -2.340 -2.928
H -3.698 -0.696 -2.894
H -6.658 -1.384 -2.534
H -5.765 -0.217 -1.557
H -6.653 -1.542 -0.773
H -4.820 2.237 -2.037
H -3.222 2.953 -1.751
H -4.664 3.716 -1.082
H -6.046 1.064 0.072
H -5.938 2.709 0.696
H -5.304 1.372 1.653
H -2.148 2.838 0.404
H -2.859 1.864 1.737
H -3.490 3.469 1.351
H -5.323 -2.346 1.671
H -5.592 -0.626 2.003
H -5.790 -1.813 3.291
H -3.233 -3.463 2.436
H -3.719 -3.141 4.106
H -2.117 -2.631 3.548
H -3.945 0.606 3.565
H -2.517 -0.271 4.167
H -4.124 -0.649 4.795
*
```



[4]
Entry from the Open Molecules 2025 dataset: a structure of composition C32H25N2O2PRuS2 at a distorted geometry (the ωB97M-V functional and the def2-TZVPD basis).

Calculated values
- expectation value of S² = 0.759
- energy relative to the best compared isomer or geometry (same formula, charge and spin) (kcal/mol) = 15.76

```
! wB97M-V def2-TZVPD RIJCOSX def2/J DEFGRID3
* xyz 1 2
Ru -0.410 0.966 0.469
S -1.726 -0.579 1.740
C -0.155 -0.832 2.330
N 0.722 -0.025 1.776
C 2.038 -0.285 2.194
C 3.196 0.381 1.809
C 4.395 -0.037 2.359
C 4.445 -1.088 3.276
C 3.293 -1.744 3.668
C 2.085 -1.332 3.117
S 0.486 -1.974 3.436
H 3.145 1.189 1.096
H 5.312 0.464 2.076
H 5.396 -1.393 3.690
H 3.329 -2.554 4.384
O -0.361 2.667 -1.150
C 0.779 2.140 -1.249
O 1.503 1.929 -0.224
C 1.125 1.493 -2.545
C 1.934 2.024 -3.536
C 2.128 1.297 -4.702
C 1.533 0.051 -4.869
C 0.737 -0.483 -3.869
C 0.525 0.243 -2.701
P -0.494 -0.424 -1.347
C -2.170 -0.577 -1.972
C -3.099 -1.330 -1.245
C -4.408 -1.420 -1.686
C -4.800 -0.749 -2.839
C -3.887 0.014 -3.550
C -2.570 0.105 -3.118
C 0.174 -2.079 -1.082
C 1.420 -2.195 -0.468
C 1.994 -3.442 -0.288
C 1.327 -4.581 -0.723
C 0.097 -4.469 -1.353
C -0.481 -3.220 -1.540
H 2.399 2.992 -3.404
H 2.751 1.704 -5.488
H 1.696 -0.507 -5.782
H 0.291 -1.463 -3.993
H -2.792 -1.848 -0.346
H -5.124 -2.011 -1.130
H -5.824 -0.824 -3.184
H -4.197 0.542 -4.441
H -1.861 0.708 -3.671
H 1.958 -1.311 -0.160
H 2.964 -3.524 0.186
H 1.774 -5.556 -0.583
H -0.418 -5.355 -1.701
H -1.441 -3.140 -2.034
N -2.027 2.495 0.953
C -1.705 2.776 2.324
C -0.364 2.957 2.641
C 0.009 3.162 3.963
C -0.957 3.203 4.955
C -2.297 3.038 4.625
C -2.677 2.824 3.310
H -3.010 2.323 0.784
H -1.703 3.218 0.314
H 0.392 2.992 1.857
H 1.053 3.305 4.209
H -0.670 3.377 5.984
H -3.053 3.078 5.398
H -3.721 2.688 3.053
*
```



[5]
Entry from the Open Molecules 2025 dataset: a structure of composition C26H28F6IrN5O6S5 at a distorted geometry (the ωB97M-V functional and the def2-TZVPD basis).

Calculated values
- expectation value of S² = 8.767
- energy relative to the best compared isomer or geometry (same formula, charge and spin) (kcal/mol) = 32.67

```
! wB97M-V def2-TZVPD RIJCOSX def2/J DEFGRID3
* xyz 3 6
Ir -0.389 -0.054 -0.278
C 2.560 -3.471 -1.314
C 1.841 -2.270 -0.790
N 0.566 -2.175 -0.748
N -0.192 -3.243 -1.134
C -1.539 -3.158 -1.033
N -2.233 -4.269 -1.206
S -2.308 -1.675 -0.761
C 2.558 -1.103 -0.224
C 3.843 -1.215 0.261
C 4.427 -0.123 0.902
C 3.710 1.048 1.011
C 2.421 1.088 0.503
N 1.850 0.040 -0.096
H 2.153 -3.753 -2.289
H 2.458 -4.328 -0.641
H 3.621 -3.281 -1.441
H 0.262 -4.133 -1.291
H -1.806 -5.175 -1.328
H -3.240 -4.238 -1.165
H 4.382 -2.148 0.181
H 5.424 -0.205 1.316
H 4.112 1.920 1.507
H 1.828 1.986 0.594
F -1.652 4.344 1.919
C -1.682 3.333 2.777
F -2.832 2.693 2.677
F -1.489 3.752 4.002
S -0.312 2.186 2.303
O -0.609 1.856 0.864
O 0.942 2.839 2.483
N -0.649 0.970 3.221
S 0.064 -0.396 2.940
O 1.495 -0.404 2.961
O -0.529 -1.028 1.718
C -0.579 -1.443 4.326
F -1.895 -1.479 4.281
F -0.159 -0.938 5.461
F -0.076 -2.651 4.131
O -2.156 0.952 -1.185
S -2.792 2.366 -0.965
C -3.304 2.825 -2.668
C -2.425 2.183 -3.731
C -1.026 2.798 -3.792
C -0.120 2.069 -4.781
S 0.808 0.707 -3.950
O 0.188 0.410 -2.635
C 2.465 1.205 -3.751
C 3.400 0.763 -4.687
C 4.685 1.272 -4.600
C 5.005 2.182 -3.595
C 4.053 2.597 -2.663
C 2.764 2.103 -2.718
C -4.392 2.086 -0.274
C -5.032 0.865 -0.439
C -6.308 0.718 0.081
C -6.921 1.778 0.741
C -6.269 2.994 0.880
C -4.985 3.156 0.379
H -3.248 3.915 -2.691
H -4.343 2.524 -2.772
H -2.918 2.314 -4.696
H -2.364 1.111 -3.543
H -0.571 2.821 -2.798
H -1.076 3.836 -4.133
H 0.682 2.673 -5.206
H -0.676 1.592 -5.590
H 3.133 0.062 -5.469
H 5.433 0.965 -5.318
H 6.012 2.576 -3.538
H 4.316 3.318 -1.900
H 2.010 2.423 -2.009
H -4.550 0.052 -0.966
H -6.833 -0.220 -0.042
H -7.910 1.650 1.158
H -6.754 3.818 1.386
H -4.461 4.097 0.503
*
```



[6]
Entry from the Open Molecules 2025 dataset: a structure of composition C4H4Cl2N2O3RuSTm at a distorted geometry (the ωB97M-V functional and the def2-TZVPD basis).

Calculated values
- expectation value of S² = 15.786
- energy relative to the best compared isomer or geometry (same formula, charge and spin) (kcal/mol) = 92.62

```
! wB97M-V def2-TZVPD RIJCOSX def2/J DEFGRID3
* xyz 4 8
Tm -0.356 2.398 -1.222
Ru -1.313 -0.108 -0.060
Cl -0.889 4.689 -0.567
Cl 0.141 0.308 -2.692
C -2.371 -1.682 -0.256
C -2.078 0.455 1.510
C -2.590 1.103 -1.114
O -3.010 -2.630 -0.594
O -2.650 0.880 2.435
O -3.702 1.195 -1.469
N 1.932 -1.387 -0.418
C 2.127 -0.484 0.527
N 3.116 -0.636 1.433
S 0.961 0.856 0.560
H 2.490 -2.223 -0.427
H 1.272 -1.286 -1.182
H 3.225 0.052 2.186
H 3.696 -1.500 1.349
*
```



Copy entry 2 word for word.
Entry from the Open Molecules 2025 dataset: a cluster of 2 separate species, CH4Cl2OP in total at a distorted geometry (the ωB97M-V functional and the def2-TZVPD basis).

Calculated values
- energy relative to the best compared isomer or geometry (same formula, charge and spin) (kcal/mol) = 96.06

```
! wB97M-V def2-TZVPD RIJCOSX def2/J DEFGRID3
* xyz 1 1
C 0.795 -0.107 -0.949
O -2.667 0.228 1.701
P -2.492 0.005 0.141
Cl -3.563 -1.767 -0.159
Cl -3.604 1.495 -0.506
H 0.776 0.979 -0.836
H 0.387 -0.622 -1.687
H 1.451 -0.467 -0.217
H -2.749 -0.489 2.205
*
```